Entry 1:
Here is C21H50CrN7O12SV as an isolated structure from the OMol25 dataset. Energies are from wB97M-V/def2-TZVPD.

Geometry as XYZ:
```
93
Properties=species:S:1:pos:R:3:forces:R:3
Cr -2.8709 0.2981 -2.0651 -1.443 -0.639 -0.103
V 1.8291 -1.5864 0.3703 -4.845 1.141 0.306
O -2.6585 -1.1212 -3.3616 -0.470 0.274 -0.221
H -3.2405 -1.3335 -4.1170 0.439 0.433 0.674
S 0.0525 0.3074 -0.4582 -7.140 5.488 -1.297
O 0.0769 1.6682 0.0210 1.129 -0.632 -0.330
O -0.1607 -0.6424 0.6006 1.500 -3.865 3.725
O -1.1227 0.1671 -1.3779 5.021 -0.800 0.719
O 1.3134 -0.1536 -0.9780 5.283 -2.499 -1.620
C -2.6537 1.9976 0.8063 0.514 -0.261 -0.461
O -2.9665 1.5791 -0.3133 -0.255 0.432 -0.943
N -3.4787 1.9690 1.8155 -0.734 0.222 -0.029
C -4.8532 1.5390 1.6433 -0.131 -0.519 0.150
C -3.0351 2.2831 3.1337 -0.153 0.118 1.404
H -1.6542 2.3733 1.0748 -0.194 -0.096 -0.434
H -5.5439 2.1695 2.2031 0.172 0.052 0.023
H -4.8813 0.5251 2.0426 -0.498 -0.126 -0.042
H -5.1446 1.5196 0.5931 0.226 0.078 0.190
H -2.0025 1.9982 3.3354 0.112 0.254 -0.417
H -3.2148 3.3269 3.3913 0.152 0.062 -0.004
H -3.6079 1.6877 3.8447 -0.157 -0.006 -0.015
C 0.4677 -3.6384 2.8035 -0.100 0.896 3.434
O 1.0169 -3.0158 1.9084 1.517 1.230 -3.921
N 0.8646 -3.4063 4.0470 0.585 -1.404 0.619
C 0.2327 -4.0654 5.2159 1.204 0.415 0.378
C 2.0801 -2.6375 4.4454 -0.716 -0.024 0.423
H -0.4520 -4.2435 2.8131 0.331 -0.065 -0.979
H 0.9323 -4.7558 5.6870 0.016 -0.595 -0.561
H -0.7236 -4.5509 5.0214 0.125 0.341 -0.089
H 0.2326 -3.3154 6.0068 -0.983 0.238 -0.132
H 2.8337 -3.2373 4.9556 -0.381 -0.591 0.021
H 2.6534 -2.1160 3.6789 -0.853 0.102 -0.235
H 1.6430 -1.9868 5.2027 0.655 0.607 -0.149
C -3.5216 -2.3883 -0.2479 0.042 2.060 0.571
O -3.4289 -1.1779 -0.5176 -0.565 -1.265 -0.307
N -3.0384 -2.8577 0.8963 -0.011 -0.384 0.842
C -2.5050 -1.9956 2.0026 -0.172 0.109 -1.269
C -3.4080 -4.2125 1.2784 0.402 -0.484 0.415
H -4.0688 -3.1675 -0.8007 0.203 0.422 -0.507
H -1.4619 -2.2199 2.2259 -0.248 -0.424 0.035
H -3.1438 -2.0715 2.8825 0.033 -0.100 -0.058
H -2.4422 -0.9641 1.6561 -0.444 -0.113 -0.073
H -3.3313 -4.9987 0.5274 0.819 0.398 -0.511
H -2.6936 -4.4021 2.0796 -0.571 -0.785 0.206
H -4.4517 -4.3722 1.5492 -0.036 0.665 0.788
C -0.0542 -3.3696 -1.9989 -0.615 -2.194 -2.143
O 0.5608 -2.9610 -1.0369 2.796 1.135 3.443
N -0.5121 -4.6491 -2.1143 -1.030 1.963 -1.446
C -1.7211 -4.7810 -3.0788 1.101 -0.820 1.343
C -0.0270 -5.7883 -1.2756 -1.020 1.728 -0.377
H -0.1099 -2.7241 -2.8891 -0.922 -0.163 0.159
H -1.4154 -5.1072 -4.0729 0.043 -0.034 0.171
H -2.3358 -3.8825 -3.1320 0.520 0.269 0.110
H -2.3281 -5.5376 -2.5816 -0.113 -0.160 -0.386
H -0.2308 -6.7170 -1.8085 0.439 0.148 -0.031
H 1.0175 -5.5414 -1.0857 -0.025 -0.648 0.076
H -0.6012 -5.7908 -0.3491 0.176 -0.173 0.199
C -1.0242 6.7306 -2.3741 2.091 -2.031 0.176
O -1.7199 7.6761 -2.3305 -2.083 1.849 0.464
N -0.8434 5.7677 -1.4027 1.069 0.328 0.357
C 0.1973 4.7221 -1.4395 -1.447 0.420 -1.335
C -1.7122 5.5190 -0.2778 -0.700 0.534 0.034
H -0.3835 6.5536 -3.2517 0.298 -0.263 -0.030
H 0.6368 4.6686 -0.4435 0.196 -0.362 -0.292
H 0.9122 4.8183 -2.2567 0.260 0.740 0.285
H -0.3604 3.8428 -1.7619 0.295 -0.801 0.786
H -2.2314 4.5980 -0.5430 -0.444 -0.134 0.560
H -1.2063 5.4157 0.6822 0.624 -0.373 -0.170
H -2.4065 6.3218 -0.0297 -0.170 0.076 -0.836
C 4.2761 0.8687 -2.9625 1.989 -0.820 -1.322
O 5.4851 0.5507 -2.9569 -2.322 0.924 0.559
N 3.7340 1.9027 -3.6527 1.049 0.525 -1.095
C 2.3187 1.9899 -3.9337 -0.525 -0.797 1.056
C 4.5771 2.6571 -4.6415 -0.046 0.711 1.266
H 3.5196 0.1980 -2.5265 -0.146 0.270 0.347
H 2.1654 1.7947 -4.9950 -0.419 0.044 0.161
H 1.7739 2.8624 -3.5730 0.720 0.830 -0.512
H 1.8136 1.2756 -3.2835 -0.011 -0.770 -0.447
H 5.6114 2.3160 -4.6848 -0.349 -0.421 0.053
H 4.1210 2.7332 -5.6286 -0.116 -0.595 0.080
H 4.6195 3.6861 -4.2845 0.071 0.143 -0.004
C 4.0164 0.4881 1.4103 3.306 2.215 -1.936
O 2.9719 0.0187 1.8225 -3.907 -2.560 -0.267
N 4.1667 1.7406 0.9177 -2.253 -2.969 1.320
C 5.3751 2.2831 0.4612 1.020 -0.173 -1.843
C 3.0026 2.5801 0.8851 -0.814 0.919 1.374
H 4.8855 -0.1877 1.4142 0.429 0.706 -0.177
H 5.8926 2.8165 1.2586 0.344 -0.029 -0.483
H 5.1268 2.8646 -0.4267 -0.006 0.969 0.464
H 5.8821 1.5100 -0.1162 0.973 -0.276 0.896
H 2.2061 2.1052 1.4580 -0.107 -0.041 -0.558
H 3.2194 3.4755 1.4676 0.201 0.262 -0.131
H 2.6700 2.9113 -0.0987 0.196 -0.464 -0.135
```
Positions in Å, forces in eV/Å.

Summary:
Orbital gap (alpha / beta) ... 3.676 / 4.923 eV
LUMO energy (alpha / beta) ... -8.84 / -7.60 eV
Net charge ... +2
Multiplicity ... 7
Calculated total energy ... -122517.4739 eV

Entry 2:
Here is C21H51Br9N6O8P2 as an isolated structure from the OMol25 dataset. Energies are from wB97M-V/def2-TZVPD.

Geometry as XYZ:
```
97
Properties=species:S:1:pos:R:3:forces:R:3
C -23.7869 -16.4697 -13.9968 -0.800 0.057 -0.313
Br -25.7055 -16.9536 -13.8364 0.992 0.017 -0.017
Br -23.5352 -14.7080 -13.2418 0.050 -0.378 -0.584
Br -23.2013 -16.7317 -15.8481 -0.114 0.730 0.585
H -23.1801 -17.1512 -13.4175 -0.261 -0.112 0.144
C -21.2555 -19.5802 -15.0822 -0.319 -0.438 0.527
Br -20.9337 -19.4840 -16.9697 -1.158 -0.609 -0.051
Br -19.9926 -20.7690 -14.1738 -0.860 -0.076 -0.396
Br -23.1265 -19.9950 -14.7301 0.307 -0.564 0.009
H -21.1632 -18.6379 -14.5598 0.443 0.293 -0.651
C -19.8541 -16.0147 -11.5592 -0.972 0.303 -0.316
Br -20.6902 -17.6383 -12.2539 0.536 0.419 0.302
Br -21.2174 -15.0685 -10.5448 0.674 0.035 0.044
Br -19.2032 -14.8959 -13.0038 0.110 -0.405 0.413
H -19.0805 -16.3379 -10.8764 0.224 0.182 -0.176
O -23.6078 -21.1647 -8.2993 1.151 -0.104 0.102
P -22.2800 -20.6965 -8.7804 0.497 0.290 -0.105
N -21.4150 -21.8614 -9.6407 -0.642 0.361 -0.338
C -20.2803 -21.5863 -10.5102 -0.001 0.343 0.538
C -21.8046 -23.2588 -9.5331 -0.257 -0.123 0.557
N -21.2260 -20.1861 -7.5492 -0.936 -0.039 -0.409
C -21.5942 -20.3499 -6.1453 0.413 -0.126 -0.073
C -19.9503 -19.5527 -7.8107 -0.366 0.637 -0.791
N -22.3987 -19.3845 -9.8514 1.086 -0.929 0.481
C -22.4740 -18.0448 -9.3081 -0.261 0.395 0.265
C -23.0650 -19.6324 -11.1162 -0.143 0.415 -0.063
H -20.2990 -22.2153 -11.3999 -0.137 0.033 -0.058
H -19.3350 -21.7588 -9.9832 0.082 -0.139 -0.084
H -20.2896 -20.5347 -10.7993 -0.054 -0.057 -0.198
H -22.7148 -23.4722 -10.0991 0.091 -0.109 -0.085
H -21.9961 -23.5385 -8.4934 -0.101 0.090 -0.046
H -20.9932 -23.9079 -9.8598 0.027 0.116 -0.205
H -20.9389 -19.7357 -5.5245 -0.174 0.318 -0.136
H -22.6309 -20.0682 -5.9798 -0.019 -0.192 0.132
H -21.3824 -21.3704 -5.8096 -0.416 -0.074 0.005
H -19.1696 -19.8386 -7.1089 -0.074 -0.149 0.052
H -19.6122 -19.7458 -8.8279 0.093 -0.360 0.069
H -20.0693 -18.4599 -7.8140 0.285 0.000 0.488
H -21.5512 -17.7160 -8.8261 0.028 -0.168 -0.180
H -22.6744 -17.3282 -10.1065 -0.084 -0.225 0.075
H -23.2635 -17.9320 -8.5543 0.079 -0.093 -0.066
H -24.0164 -19.0901 -11.1459 -0.263 -0.405 0.022
H -23.1901 -20.7015 -11.2741 -0.264 0.023 0.040
H -22.5186 -19.2484 -11.9866 0.141 -0.212 0.294
O -14.8574 -17.3907 -14.6695 -0.352 -0.454 -0.080
P -15.7198 -17.5043 -15.8659 0.231 -0.269 -0.703
N -17.3141 -17.7884 -15.5163 -0.543 0.360 0.103
C -18.4098 -17.6869 -16.4725 0.726 0.174 -0.284
C -17.6931 -18.4185 -14.2665 0.940 0.339 0.804
N -15.2314 -18.7935 -16.8630 1.078 0.179 0.231
C -14.7301 -19.9534 -16.1301 0.669 0.148 -0.104
C -15.8715 -19.1379 -18.1407 0.125 -0.391 1.442
N -15.6912 -16.1629 -16.8524 -0.744 -0.438 -0.467
C -14.3948 -15.7435 -17.3551 0.235 -0.241 -0.163
C -16.7459 -15.1353 -16.8619 0.860 -0.300 0.109
H -18.0198 -17.5206 -17.4775 0.013 -0.039 -0.029
H -19.0377 -16.8227 -16.2382 -0.295 -0.091 0.110
H -19.0172 -18.5915 -16.5315 0.907 0.530 0.401
H -17.1003 -18.0064 -13.4426 -0.034 0.161 -0.098
H -17.4883 -19.4942 -14.2199 -0.279 0.069 -0.323
H -18.7373 -18.2112 -14.0388 0.096 -0.094 -0.186
H -15.5139 -20.4425 -15.5435 0.077 -0.316 -0.096
H -14.2461 -20.6275 -16.8407 -0.503 -0.264 -0.076
H -13.8939 -19.7023 -15.4750 -0.386 0.386 0.245
H -15.3690 -19.9786 -18.6250 0.696 0.465 -0.070
H -16.8314 -19.6255 -17.9229 -0.573 0.772 -0.436
H -15.8354 -18.2316 -18.7343 -0.694 -0.187 -0.447
H -13.9003 -15.0539 -16.6658 0.068 0.034 -0.079
H -13.7538 -16.6129 -17.5099 -0.003 -0.008 0.244
H -14.4904 -15.2865 -18.3428 -0.141 0.170 0.091
H -16.9878 -14.8400 -15.8401 -0.305 0.118 -0.073
H -17.6175 -15.4710 -17.4152 -0.162 0.094 0.161
H -16.3364 -14.2782 -17.3934 -0.071 0.125 0.109
C -15.7207 -15.5514 -11.2089 0.129 0.240 0.864
O -15.6986 -14.1906 -10.7369 -0.423 0.376 -0.200
C -15.8162 -13.9655 -9.4280 -0.222 -0.783 -0.257
O -16.1298 -14.7914 -8.6087 0.090 0.224 0.271
O -15.5412 -12.6890 -9.2252 0.449 0.676 -0.573
C -15.5234 -12.1621 -7.9183 -0.210 -0.529 1.170
H -16.1267 -15.5402 -12.2114 0.397 0.081 -0.260
H -16.3523 -16.1989 -10.5962 0.108 0.208 0.178
H -14.6786 -15.8474 -11.1135 -0.144 -0.612 -0.556
H -15.0683 -12.8516 -7.2029 -0.079 -0.185 -0.192
H -16.5421 -11.9727 -7.5798 0.013 0.144 -0.025
H -14.9263 -11.2564 -7.8796 -0.128 0.105 -0.510
C -25.6482 -16.8209 -9.2206 -1.006 -0.723 0.161
O -24.7743 -15.7241 -9.3947 0.185 0.386 0.275
C -24.3361 -15.1392 -8.2640 -0.089 -0.777 -0.306
O -24.7078 -15.3762 -7.1488 0.027 0.128 -0.067
O -23.3790 -14.2952 -8.6345 0.423 0.260 -0.331
C -22.7049 -13.5599 -7.6346 0.172 0.719 1.196
H -26.5002 -16.6104 -8.5722 0.221 0.331 0.135
H -25.1388 -17.6951 -8.8133 0.027 0.154 -0.046
H -26.0716 -17.0773 -10.1896 0.321 0.142 -0.170
H -21.7690 -13.9909 -7.2723 -0.073 -0.583 -0.488
H -23.3167 -13.4426 -6.7405 -0.230 0.048 -0.175
H -22.4485 -12.5800 -8.0299 -0.229 -0.025 -0.228
```
Positions in Å, forces in eV/Å.

Summary:
Orbital gap ... 7.842 eV
LUMO energy ... -0.51 eV
Energy relative to the best compared isomer or geometry (same formula, charge and spin) ... 82.8 kJ/mol
Net charge ... 0
Calculated total energy ... -696885.4403 eV